The following is a quantum chemistry calculation of a cluster of 2 separate species, C2H4BrNO2 in total, from the Open Molecules 2025 dataset.

Properties
- LUMO energy (eV) = -0.5
- net charge = 0
- HOMO-LUMO gap (Ha) = 0.375
- HOMO level (eV) = -10.74

Each line ends with the Löwdin charge.
Element x y z (Å)
C1 0.152069 -0.037634 0.518898  -0.186
C2 -1.043479 0.326491 -0.269053  -0.688
N1 -1.463295 1.774998 0.008326  -0.456
O1 -1.012761 2.222626 1.022673  0.078
O2 -2.165484 2.329872 -0.839208  0.045
Br1 -2.660500 -0.815755 0.039112  0.640
H1 0.622146 -1.063055 0.164171  0.124
H2 -0.213306 -0.079522 1.557917  0.073
H3 0.918650 0.864409 0.363511  0.134
H4 -0.823391 0.140742 -1.755404  0.237

Atoms 1-2, force components in eV/Å:
1.9903 -0.1496 -0.4293
-0.6701 -1.1996 -5.2948


The following is a quantum chemistry calculation of a cluster of 2 separate species, C2H4BrNO3 in total, from the Open Molecules 2025 dataset.

Properties
- LUMO energy (eV) = -0.3
- net charge = 0
- SMILES = CC(=O)Br.O=NO
- HOMO-LUMO gap (Ha) = 0.372
- HOMO level (eV) = -10.43

Each line ends with the Löwdin charge.
Element x y z (Å)
C1 1.317497 -0.668010 0.103091  -0.116
C2 0.809192 0.198341 1.138876  -0.764
N1 -1.116339 0.292983 -1.211944  -0.089
O1 -0.599750 0.851433 -2.121991  0.060
O2 -2.374101 0.887766 -0.912337  -0.012
O3 0.813824 1.392385 1.295504  0.038
Br1 -0.640677 -0.752524 2.199897  0.572
H1 1.793702 -1.543504 0.537796  0.094
H2 0.556363 -0.860502 -0.506156  -0.003
H3 2.239697 -0.200308 -0.346021  0.128
H4 -2.799409 0.401939 -0.176715  0.092

Atoms 1-2, force components in eV/Å:
6.1483 0.5588 2.0233
-2.3649 3.4940 1.2063


The following is a quantum chemistry calculation of a cluster of 2 separate species, C2H4BrO3S in total, from the Open Molecules 2025 dataset.

Properties
- LUMO energy (spin up / spin down) (eV) = 3.1 / 3.2
- net charge = -1
- HOMO-LUMO gap (spin up / spin down) (Ha) = 0.223 / 0.300
- HOMO level (spin up / spin down) (eV) = -2.99 / -4.98

Each line ends with the Löwdin charge.
Element x y z (Å)
C1 -0.922049 -1.235649 -0.828540  -0.257
C2 0.538221 -0.918067 -0.805608  -0.621
O1 -0.481912 2.174233 0.658654  -0.430
O2 1.793844 2.428302 1.473493  -0.435
O3 0.395230 0.785067 2.577138  -0.431
S1 0.617717 1.572087 1.384503  0.405
Br1 1.222135 0.040853 -2.329334  0.560
H1 -1.670380 -0.399533 -0.805867  0.074
H2 -1.232046 -1.863860 -1.649109  0.030
H3 -1.231562 -1.898010 0.156063  0.121
H4 0.970802 -0.685423 0.168607  -0.015

Atoms 1-2, force components in eV/Å:
-1.4442 -1.3008 2.5570
-0.8598 0.4799 -0.0069


The following is a quantum chemistry calculation of a cluster of 2 separate species, C2H4BrP in total, from the Open Molecules 2025 dataset.

Properties
- LUMO energy (eV) = 0.9
- net charge = 0
- SMILES = C#C.PBr
- HOMO-LUMO gap (Ha) = 0.379
- HOMO level (eV) = -9.39

Each line ends with the Löwdin charge.
Element x y z (Å)
C1 2.512472 -0.763853 -1.044114  0.017
C2 2.075676 -0.929869 0.066625  0.004
P1 -1.862491 0.851337 -0.084794  0.065
Br1 -3.630027 1.505444 0.000056  0.298
H1 -1.827740 1.319625 1.176642  -0.206
H2 3.064476 -0.814833 -1.852786  -0.038
H3 1.642829 -0.871610 1.040453  0.016
H4 -1.975197 -0.296241 0.697918  -0.156

Atoms 1-2, force components in eV/Å:
-2.0735 -0.5282 4.4942
-0.0463 0.7291 -0.6154


The following is a quantum chemistry calculation of the molecule C2H4BrP, from the Open Molecules 2025 dataset.

Properties
- LUMO energy (spin up / spin down) (eV) = -1.4 / -2.1
- net charge = 0
- HOMO-LUMO gap (spin up / spin down) (Ha) = 0.207 / 0.165
- HOMO level (spin up / spin down) (eV) = -7.04 / -6.59

Each line ends with the Löwdin charge.
Element x y z (Å)
C1 -0.190390 -0.164113 0.518747  -0.570
C2 -1.056991 0.290988 -0.541728  -0.009
P1 1.392165 -1.124765 -0.186586  0.268
Br1 2.750913 0.401155 0.087645  0.192
H1 0.253398 0.508241 1.163772  -0.006
H2 -0.576235 -0.943771 1.089384  0.029
H3 -1.234066 -0.296762 -1.446614  0.049
H4 -1.338794 1.329030 -0.684617  0.047

Atoms 1-2, force components in eV/Å:
-1.0492 0.1021 -2.8748
1.1697 0.1964 0.0068


The following is a quantum chemistry calculation of a structure of composition C2H4BrP, from the Open Molecules 2025 dataset.

Properties
- LUMO energy (eV) = 0.7
- net charge = 0
- HOMO-LUMO gap (Ha) = 0.375
- HOMO level (eV) = -9.54

Each line ends with the Löwdin charge.
Element x y z (Å)
C1 0.236881 -0.244327 0.707982  -0.556
C2 -0.474922 -0.105071 -0.586377  -1.133
P1 1.285860 0.453309 -0.564422  0.843
Br1 -0.946886 -1.663374 -1.443898  0.659
H1 0.126858 0.363962 1.477272  0.000
H2 0.485373 -1.325069 1.023117  0.093
H3 -1.509635 0.890539 -0.544787  0.190
H4 0.796473 1.630032 -0.068888  -0.095

Atoms 1-2, force components in eV/Å:
0.9778 -5.7758 -1.4841
-3.0904 4.3926 1.2945


The following is a quantum chemistry calculation of the molecule C2H4Cl2S, from the Open Molecules 2025 dataset.

Properties
- LUMO energy (eV) = 0.7
- net charge = 0
- SMILES = S[C@@H](Cl)CCl
- HOMO-LUMO gap (Ha) = 0.377
- HOMO level (eV) = -9.56

Each line ends with the Löwdin charge.
Element x y z (Å)
C1 0.754644 0.928667 -0.175022  -0.612
C2 -0.289645 -0.432921 0.264152  -1.225
S1 -0.869329 -1.164409 -1.196497  0.701
Cl1 0.306166 2.397147 0.705135  0.543
Cl2 0.505176 -1.341106 1.477304  0.618
H1 1.669005 0.605516 0.221895  0.005
H2 0.700977 1.058039 -1.257300  0.048
H3 -1.223930 0.099557 0.526095  0.031
H4 -1.553064 -2.150490 -0.565761  -0.110

Atoms 1-2, force components in eV/Å:
-2.8584 -2.3555 0.4871
0.1807 5.1116 -0.7676


The following is a quantum chemistry calculation of a cluster of 2 separate species, C2H4Cl4N2O2P in total, from the Open Molecules 2025 dataset.

Properties
- LUMO energy (spin up / spin down) (eV) = 1.1 / 1.1
- net charge = -1
- HOMO-LUMO gap (spin up / spin down) (Ha) = 0.216 / 0.216
- HOMO level (spin up / spin down) (eV) = -4.79 / -4.79

Each line ends with the Löwdin charge.
Element x y z (Å)
C1 2.716892 0.440428 0.501473  -0.758
C2 3.743902 -0.315794 -0.061973  -1.607
N1 -1.688020 -0.036822 0.454394  -0.108
N2 0.569189 -0.138695 -0.955317  -0.027
O1 0.430768 -0.441737 1.655355  -0.402
O2 -0.497405 -2.300578 0.108352  -0.399
P1 -0.166652 -0.878013 0.383411  0.038
Cl1 3.009872 2.122237 0.578483  0.634
Cl2 3.359741 -2.080956 -0.122445  0.568
Cl3 5.324973 -0.098198 0.933347  0.447
Cl4 4.194405 0.204199 -1.715005  0.519
H1 1.992700 0.025673 1.378225  0.073
H2 -2.019321 -0.434217 -0.442746  0.017
H3 -1.492677 0.940979 0.681724  0.024
H4 0.697393 -0.782887 -1.729812  -0.020

Atoms 1-2, force components in eV/Å:
-4.2009 0.5913 1.8901
2.6050 -2.3351 -1.5757


The following is a quantum chemistry calculation of a structure of composition C2H4Cl4NO5V, from the Open Molecules 2025 dataset.

Properties
- LUMO energy (eV) = -0.9
- net charge = 0
- HOMO-LUMO gap (Ha) = 0.369
- HOMO level (eV) = -10.99

Each line ends with the Löwdin charge.
Element x y z (Å)
O1 0.159996 1.042451 -0.893724  -0.335
V1 0.787164 0.970519 0.511668  0.775
O2 -0.332308 1.404155 1.497319  -0.321
N1 3.295557 1.107467 1.069155  -0.505
O3 4.443881 1.215351 1.297962  0.190
O4 2.565434 1.973690 0.491403  -0.069
O5 2.536700 0.114547 1.334805  -0.164
C1 0.743676 -1.925946 -1.042294  -1.061
Cl1 0.472007 -1.617587 0.605381  0.714
Cl2 2.397288 -1.585994 -1.415182  0.626
H1 0.344188 -2.917063 -1.239046  0.051
H2 0.133058 -1.267943 -1.706128  0.039
C2 -3.412598 0.358693 -0.038274  -1.005
Cl3 -4.918810 0.695868 -0.981513  0.474
Cl4 -2.721174 -1.252192 -0.211778  0.534
H3 -2.718212 1.176744 -0.280731  0.024
H4 -3.775849 0.507240 1.000972  0.035

Atoms 1-2, force components in eV/Å:
-0.5259 -0.0133 -2.1873
1.7755 -0.9618 1.4936


The following is a quantum chemistry calculation of a cluster of 2 separate species, C2H4ClFO in total, from the Open Molecules 2025 dataset.

Properties
- LUMO energy (eV) = 0.5
- net charge = 0
- HOMO-LUMO gap (Ha) = 0.405
- HOMO level (eV) = -10.53

Each line ends with the Löwdin charge.
Element x y z (Å)
C1 0.419494 -0.008154 -0.534521  -0.362
C2 -0.767264 -0.267472 0.397797  -0.709
H1 1.476803 0.576496 0.946498  0.226
H2 0.059819 0.853462 -1.202217  0.136
H3 0.406196 -0.878313 -1.256594  0.128
H4 -0.851277 -1.349398 0.766958  0.147
O1 1.840932 0.235040 -0.278333  -0.170
F1 -1.815794 -0.186494 -0.485472  -0.048
Cl1 -0.768909 1.024833 1.645884  0.652

Atoms 1-2, force components in eV/Å:
0.7686 0.0177 -4.5015
0.9070 -1.4373 -0.4589


Across the entries above, energy above the lowest of the compared OMol25 structures with the same formula, charge and spin takes the values 110.2 11.6 49.4 99.2 84.3 57.8 24.4 109.6 3.1 55.2 kcal per mole, respectively.
Across the entries above, DFT total energy takes the values -77761.54922 -79810.67857 -89157.85701 -81465.34869 -81465.99562 -81467.14322 -38017.96758 -68592.58668 -89640.66656 -19423.50391 eV, respectively.
Across the entries above, largest force on an atom takes the values 0.1064 0.1263 0.0625 0.2340 0.0616 0.1175 0.1006 0.0903 0.0554 0.1617 Eh/bohr, respectively.